(1)
{
  "formula": "C6H15NO",
  "method": "ωB97M-V with the def2-TZVPD basis set",
  "symbols": ["C", "N", "C", "C", "C", "C", "C", "H", "H", "H", "H", "H", "H", "H", "H", "H", "H", "H", "H", "H", "H", "H", "O"],
  "coordinates": [[-1.79, 0.60, 0.42], [-0.40, 0.97, 0.57], [0.24, 1.23, -0.79], [1.18, 0.04, -1.12], [1.63, -0.53, 0.24], [0.34, -0.23, 1.07], [0.69, -0.11, 2.62], [-1.96, -0.39, 0.69], [-2.35, 1.29, 1.18], [-2.34, 0.84, -0.53], [0.76, 2.22, -0.44], [-0.45, 1.61, -1.49], [0.54, -0.64, -1.69], [1.96, 0.27, -1.70], [2.54, 0.16, 0.52], [1.78, -1.63, 0.40], [-0.31, -1.15, 1.07], [0.03, -0.63, 3.26], [1.80, -0.42, 2.64], [0.78, 0.92, 2.76], [-2.31, -1.51, -3.18], [-0.84, -1.70, -3.06], [-1.53, -1.21, -3.44]],
  "lowdin_spin": [0.066, 0.002, 0.022, 0.102, 0.049, 0.027, 0.009, 0.032, 0.006, 0.024, 0.002, 0.015, 0.053, 0.016, 0.002, 0.041, 0.037, 0.005, 0.001, 0.000, 0.089, 0.107, 0.294],
  "energy_ev": -9999.2714,
  "relative_energy_kj_mol": 254.6,
  "max_force_ha_per_bohr": 0.114,
  "charge": -1,
  "spin_multiplicity": 2
}



(2)
{
  "formula": "C6H15NO",
  "method": "ωB97M-V with the def2-TZVPD basis set",
  "symbols": ["C", "C", "C", "N", "C", "C", "C", "O", "H", "H", "H", "H", "H", "H", "H", "H", "H", "H", "H", "H", "H", "H", "H"],
  "coordinates": [[1.76, -0.77, 0.37], [3.15, -0.57, 0.85], [0.92, 0.47, 0.20], [-0.55, 0.08, 0.17], [-1.14, 0.20, 1.52], [-1.27, 0.71, -0.95], [-1.90, -0.39, -1.82], [-3.34, 0.03, -1.86], [1.12, -1.47, 1.04], [1.70, -1.24, -0.65], [3.21, 0.18, 1.67], [3.58, -1.47, 1.29], [3.98, -0.32, 0.16], [1.14, 0.99, -0.70], [1.01, 1.20, 1.04], [-1.33, 1.16, 1.92], [-0.61, -0.43, 2.20], [-2.09, -0.32, 1.42], [-0.56, 1.38, -1.50], [-2.02, 1.46, -0.54], [-1.54, -0.43, -2.86], [-1.84, -1.39, -1.41], [-3.40, 0.93, -1.57]],
  "lowdin_charge": [-0.274, -0.135, -0.226, -0.222, -0.085, -0.186, -0.162, -0.116, 0.133, 0.124, 0.081, 0.062, 0.077, 0.093, 0.122, 0.067, 0.070, 0.085, 0.118, 0.128, 0.107, 0.109, 0.031],
  "energy_ev": -10001.0240,
  "relative_energy_kj_mol": 263.7,
  "max_force_ha_per_bohr": 0.063,
  "smiles": "CCCN(C)CCO"
}



(3)
{
  "formula": "C6H15NO",
  "method": "ωB97M-V with the def2-TZVPD basis set",
  "symbols": ["C", "C", "C", "C", "C", "C", "N", "H", "H", "H", "H", "H", "H", "H", "H", "H", "H", "H", "H", "H", "H", "H", "O"],
  "coordinates": [[-0.56, -1.61, 0.12], [-0.03, -0.94, 1.38], [-0.43, 0.53, 1.46], [-0.17, 1.38, 0.20], [1.23, 1.37, -0.39], [2.31, 0.92, 0.22], [-2.00, -1.69, -0.03], [-0.15, -1.09, -0.74], [-0.10, -2.58, 0.03], [1.05, -1.06, 1.42], [-0.34, -1.45, 2.29], [-1.51, 0.56, 1.61], [-0.03, 1.12, 2.28], [-0.27, 2.44, 0.46], [-0.94, 1.19, -0.55], [1.30, 1.98, -1.27], [3.26, 1.30, -0.14], [2.49, 0.40, 1.16], [-2.42, -2.07, 0.81], [-2.39, -0.78, -0.24], [-0.08, 0.22, -4.12], [-0.26, -0.48, -2.76], [0.05, 0.33, -3.18]],
  "lowdin_charge": [-0.294, -0.213, -0.213, -0.215, -0.187, -0.008, 0.011, 0.080, 0.104, 0.081, 0.111, 0.098, 0.110, 0.114, 0.093, 0.094, 0.050, 0.054, 0.066, 0.055, 0.038, 0.020, -0.050],
  "energy_ev": -10001.7828,
  "relative_energy_kj_mol": 190.5,
  "max_force_ha_per_bohr": 0.037,
  "smiles": "C=CCCCCN.O"
}



(4)
{
  "formula": "C6H15NO",
  "method": "ωB97M-V with the def2-TZVPD basis set",
  "symbols": ["C", "C", "C", "C", "C", "C", "N", "H", "H", "H", "H", "H", "H", "H", "H", "H", "H", "H", "H", "H", "H", "H", "O"],
  "coordinates": [[-0.20, -1.57, -1.15], [-0.52, -1.58, 0.33], [0.64, -0.76, 1.02], [0.42, 0.75, 1.08], [-0.70, 1.42, 0.77], [-0.80, 2.87, 1.20], [-0.36, -2.95, 0.90], [0.46, -0.70, -1.36], [0.56, -2.35, -1.36], [-1.02, -1.75, -1.87], [-1.57, -1.35, 0.51], [1.64, -0.97, 0.44], [0.78, -1.11, 2.06], [1.10, 1.21, 1.78], [-1.38, 1.05, 0.02], [-1.63, 3.04, 1.91], [0.19, 3.23, 1.52], [-0.65, 3.46, 0.23], [-0.60, -3.57, 0.14], [0.57, -3.07, 1.32], [1.35, 1.96, -2.62], [0.73, 1.56, -3.88], [0.98, 1.17, -3.02]],
  "lowdin_charge": [-0.093, -0.438, -0.178, -0.130, -0.172, -0.119, -0.005, 0.051, 0.077, 0.083, 0.123, 0.144, 0.107, 0.094, 0.097, 0.081, 0.058, 0.090, 0.060, 0.059, 0.035, 0.044, -0.066],
  "energy_ev": -10000.8912,
  "relative_energy_kj_mol": 276.5,
  "max_force_ha_per_bohr": 0.047,
  "smiles": "C/C=C/C[C@@H](C)N.O"
}